Entry from the Open Molecules 2025 dataset: one molecule with the formula C19H27ClN4O4 (ωB97M-V/def2-TZVPD).

Each line ends with the Mulliken charge.
Cartesian coordinates (Å):
C1 0.066 -0.827 -3.693  -1.399
C2 0.325 0.577 -3.268  1.160
N1 -0.504 1.376 -2.716  -0.880
N2 -1.770 0.947 -2.364  0.180
C3 -2.052 -0.098 -1.561  0.550
O1 -1.242 -0.909 -1.153  -0.641
C4 -3.540 -0.161 -1.192  -0.735
O2 -4.107 1.108 -0.956  -0.507
C5 -3.744 1.779 0.181  0.291
C6 -2.790 1.340 1.092  0.033
C7 -2.500 2.106 2.209  -0.780
C8 -3.153 3.307 2.415  0.260
C9 -4.104 3.756 1.509  -0.488
C10 -4.396 2.993 0.399  -0.536
H1 -5.135 3.317 -0.317  0.423
H2 -4.611 4.693 1.676  0.414
Cl1 -2.782 4.259 3.810  -0.229
H3 -1.763 1.762 2.918  0.495
H4 -2.260 0.413 0.951  0.401
H5 -4.095 -0.573 -2.040  0.402
H6 -3.664 -0.831 -0.333  0.355
H7 -2.471 1.674 -2.456  0.345
C11 1.718 1.097 -3.400  -1.149
H8 1.723 2.182 -3.483  0.355
H9 2.244 0.643 -4.237  0.418
C12 2.423 0.684 -2.088  0.602
O3 3.253 -0.192 -2.044  -0.640
N3 1.997 1.404 -1.036  -0.132
H10 1.223 2.036 -1.187  0.341
C13 2.253 1.004 0.330  -0.990
C14 0.957 0.598 1.036  1.156
H11 0.311 0.100 0.313  -0.996
C15 1.246 -0.359 2.194  -1.433
N4 1.943 -1.534 1.712  0.647
C16 2.719 -2.223 2.724  -0.622
C17 3.557 -3.305 2.039  -0.678
O4 2.746 -4.226 1.351  -0.401
C18 1.955 -3.560 0.391  -0.873
C19 1.079 -2.491 1.042  0.079
H12 0.494 -1.990 0.272  -0.155
H13 0.386 -2.972 1.757  0.242
H14 1.343 -4.327 -0.086  0.366
H15 2.601 -3.081 -0.359  0.366
H16 4.122 -3.881 2.774  0.356
H17 4.251 -2.822 1.336  0.319
H18 3.384 -1.509 3.216  0.389
H19 2.074 -2.693 3.489  0.318
H20 0.303 -0.617 2.706  0.336
H21 1.895 0.144 2.916  0.418
H22 0.431 1.479 1.411  0.561
H23 2.921 0.141 0.288  0.506
H24 2.749 1.819 0.866  0.156
H25 0.196 -1.493 -2.839  0.224
H26 -0.961 -0.939 -4.041  0.371
H27 0.756 -1.128 -4.476  0.429

Force components x, y, z for each atom (eV/Å):
C -0.1082 -0.1490 0.0615
C -0.4791 -0.2225 -0.0825
N 0.3455 0.6597 0.1269
N -0.1702 -0.0210 -0.6502
C -0.2554 0.0505 0.2543
O -0.0485 -0.1430 0.0041
C 0.0368 -0.2983 0.0596
O -0.1358 0.1284 -0.1270
C 0.0289 0.2509 0.2722
C -0.1225 -0.1557 -0.2853
C -0.1099 0.2444 0.0886
C 0.0374 -0.1763 -0.1182
C 0.0746 -0.0731 0.0321
C 0.0721 -0.2327 -0.1320
H -0.0957 0.0494 -0.0825
H -0.0375 0.0891 0.0316
Cl 0.0431 0.1161 0.1673
H 0.0704 -0.0120 0.0780
H 0.0688 -0.1433 -0.0403
H 0.0847 0.0123 0.1398
H 0.1108 0.1009 -0.0950
H 0.1590 -0.1894 0.1326
C 0.2321 -0.0850 0.2052
H -0.0672 0.0045 -0.0217
H 0.0204 0.0149 0.0805
C -0.1072 0.5411 -0.5188
O 0.3116 -0.5187 -0.0032
N -0.1023 0.3767 0.3281
H 0.0460 -0.1133 -0.1240
C -0.0022 -0.0981 0.1319
C 0.2615 -0.1371 0.1087
H -0.0562 0.0578 -0.0183
C -0.0517 0.1634 -0.1631
N -0.0494 -0.0720 0.1987
C 0.1964 -0.2414 -0.1552
C 0.0994 0.2330 0.3352
O -0.0509 -0.1637 0.0464
C -0.3287 0.1360 -0.1032
C 0.2248 -0.2014 -0.2163
H -0.0570 -0.0166 -0.0224
H -0.0045 0.0432 -0.0417
H 0.0136 0.0769 -0.0252
H -0.0703 -0.0337 0.0110
H 0.0120 0.0816 -0.0359
H -0.0157 -0.0278 0.0808
H -0.0034 -0.0246 0.0282
H 0.0500 0.0421 -0.0047
H 0.0779 0.0082 0.0670
H -0.0348 -0.0424 0.0674
H -0.1013 0.0242 -0.0149
H -0.0383 0.1832 0.0313
H 0.0349 -0.0942 0.0220
H 0.0133 -0.0082 -0.0511
H -0.0388 -0.0251 0.0192
H 0.0169 0.0314 -0.0773

## Properties
Gap between HOMO and LUMO ... 9.0470 eV
SMILES ... C/C(CC(=O)NCCCN1CCOCC1)=N\NC(=O)COc1ccc(Cl)cc1
DFT total energy ... -46813.583 eV
Max |F| ... 0.76 eV Å⁻¹
Net charge ... 0
Energy above the lowest of the compared OMol25 structures with the same formula, charge and spin ... 4.1 kJ/mol